# 1
{
  "formula": "C69H59ClFeN7OP2",
  "method": "wB97M-V/def2-TZVPD",
  "species": ["Fe", "C", "N", "C", "N", "C", "C", "C", "C", "C", "C", "C", "C", "C", "C", "C", "C", "C", "C", "P", "C", "N", "C", "C", "N", "C", "C", "C", "C", "C", "C", "C", "C", "C", "C", "C", "C", "C", "C", "N", "C", "C", "N", "C", "C", "C", "C", "C", "C", "C", "C", "C", "C", "C", "C", "C", "H", "H", "H", "H", "H", "H", "H", "H", "H", "H", "H", "H", "H", "H", "H", "H", "H", "H", "H", "H", "H", "H", "H", "H", "H", "H", "H", "H", "H", "H", "H", "H", "H", "H", "H", "H", "H", "H", "H", "Cl", "C", "C", "C", "C", "C", "C", "P", "C", "C", "C", "C", "C", "C", "C", "C", "C", "C", "C", "C", "H", "H", "H", "H", "H", "H", "H", "H", "H", "H", "H", "H", "H", "H", "N", "C", "O", "C", "C", "H", "H", "H", "H", "H", "H"],
  "xyz": [[-0.095, -0.184, -0.157], [-0.064, 2.161, 5.119], [-0.148, 1.100, 4.152], [-0.398, 1.196, 2.820], [-0.358, -0.007, 2.248], [-0.088, -0.897, 3.240], [0.065, -0.214, 4.430], [0.332, -0.787, 5.751], [-0.705, -0.917, 6.668], [-0.486, -1.553, 7.876], [0.768, -2.060, 8.175], [1.805, -1.929, 7.265], [1.590, -1.294, 6.056], [-0.158, -2.366, 3.194], [0.965, -3.152, 3.420], [0.844, -4.521, 3.583], [-0.407, -5.113, 3.574], [-1.532, -4.335, 3.360], [-1.410, -2.973, 3.157], [-0.936, 2.778, 2.082], [0.428, 3.047, 0.908], [0.925, 2.202, 0.008], [1.896, 2.894, -0.646], [1.990, 4.176, -0.128], [1.050, 4.253, 0.851], [0.755, 5.422, 1.634], [2.883, 5.255, -0.547], [3.703, 5.914, 0.367], [4.572, 6.900, -0.063], [4.626, 7.244, -1.404], [3.812, 6.593, -2.317], [2.948, 5.602, -1.896], [2.763, 2.477, -1.751], [2.250, 2.253, -3.024], [3.109, 2.104, -4.100], [4.481, 2.166, -3.916], [4.998, 2.366, -2.645], [4.144, 2.529, -1.570], [-2.139, 2.143, 0.862], [-1.937, 1.214, -0.064], [-3.096, 1.096, -0.764], [-4.020, 1.996, -0.260], [-3.395, 2.647, 0.763], [-3.952, 3.719, 1.544], [-5.353, 2.281, -0.775], [-6.463, 2.400, 0.058], [-7.711, 2.647, -0.484], [-7.863, 2.780, -1.854], [-6.763, 2.651, -2.688], [-5.515, 2.403, -2.156], [-3.307, 0.154, -1.861], [-2.358, 0.025, -2.871], [-2.612, -0.793, -3.957], [-3.796, -1.509, -4.032], [-4.722, -1.420, -3.005], [-4.484, -0.592, -1.926], [-0.219, 3.122, 4.628], [-0.817, 2.027, 5.897], [0.918, 2.152, 5.594], [-1.686, -0.538, 6.418], [-1.300, -1.660, 8.577], [0.938, -2.561, 9.116], [2.782, -2.328, 7.492], [2.397, -1.180, 5.348], [1.935, -2.690, 3.501], [1.728, -5.117, 3.756], [-0.510, -6.172, 3.756], [-2.512, -4.786, 3.376], [-2.292, -2.366, 3.013], [1.150, 6.298, 1.121], [-0.323, 5.533, 1.751], [1.218, 5.359, 2.621], [3.681, 5.635, 1.411], [5.213, 7.395, 0.651], [5.299, 8.018, -1.737], [3.853, 6.854, -3.363], [2.313, 5.096, -2.607], [1.180, 2.235, -3.166], [2.704, 1.971, -5.092], [5.148, 2.076, -4.759], [6.064, 2.426, -2.498], [4.545, 2.713, -0.585], [-4.712, 4.232, 0.954], [-4.415, 3.344, 2.459], [-3.169, 4.429, 1.813], [-6.356, 2.272, 1.125], [-8.568, 2.726, 0.168], [-8.835, 2.986, -2.274], [-6.878, 2.739, -3.757], [-4.655, 2.312, -2.802], [-1.441, 0.598, -2.811], [-1.893, -0.856, -4.760], [-4.006, -2.128, -4.890], [-5.640, -1.983, -3.056], [-5.211, -0.519, -1.131], [-1.935, -1.814, -0.053], [-1.825, -3.526, 0.176], [-2.974, -4.241, 0.460], [-2.880, -5.604, 0.679], [-1.645, -6.227, 0.639], [-0.505, -5.503, 0.336], [-0.580, -4.140, 0.072], [0.840, -3.097, -0.487], [2.292, -4.070, 0.049], [2.662, -5.304, -0.481], [3.816, -5.927, -0.036], [4.594, -5.347, 0.952], [4.217, -4.133, 1.501], [3.080, -3.496, 1.042], [0.687, -3.494, -2.275], [-0.559, -3.402, -2.894], [-0.690, -3.632, -4.250], [0.421, -3.936, -5.019], [1.666, -4.011, -4.417], [1.801, -3.790, -3.057], [-3.925, -3.734, 0.512], [-3.772, -6.171, 0.897], [-1.567, -7.284, 0.838], [0.449, -6.004, 0.302], [2.065, -5.774, -1.250], [4.114, -6.868, -0.474], [5.493, -5.837, 1.291], [4.818, -3.680, 2.275], [2.788, -2.537, 1.445], [-1.443, -3.161, -2.325], [-1.670, -3.583, -4.701], [0.319, -4.110, -6.079], [2.535, -4.257, -5.009], [2.778, -3.874, -2.603], [1.963, -0.779, -4.145], [1.847, -0.670, -2.820], [0.763, -0.443, -2.285], [3.130, -0.849, -2.035], [2.941, -0.710, -0.577], [1.151, -0.684, -4.736], [2.843, -0.995, -4.580], [3.856, -0.102, -2.398], [3.569, -1.824, -2.272], [2.226, 0.020, -0.210], [3.780, -0.933, 0.052]],
  "gap_ha": [0.259, 0.260],
  "charge": 2,
  "e_lumo_ev": [-5.09, -5.09],
  "e_homo_ev": [-12.13, -12.17],
  "multiplicity": 2
}


# 2
{
  "formula": "C5H15N5",
  "method": "wB97M-V/def2-TZVPD",
  "species": ["C", "C", "C", "C", "C", "N", "N", "N", "N", "N", "H", "H", "H", "H", "H", "H", "H", "H", "H", "H", "H", "H", "H", "H", "H"],
  "xyz": [[-0.335, -1.833, -1.207], [0.360, -0.791, -0.518], [-0.667, 0.122, -0.289], [-3.060, 0.291, -0.643], [2.444, 0.304, -1.083], [-1.852, -0.389, -0.667], [0.941, -0.011, 2.166], [-0.477, 1.374, 0.251], [-1.615, -1.606, -1.201], [1.706, -0.608, -0.203], [0.038, -2.786, -1.715], [-3.558, 0.698, -1.574], [-3.843, -0.422, -0.278], [-3.049, 0.972, 0.114], [3.313, 0.483, -0.500], [2.595, -0.163, -1.953], [1.871, 1.174, -1.123], [1.595, 0.586, 2.751], [0.143, 0.499, 1.930], [-1.217, 2.141, 0.220], [0.444, 1.710, 0.198], [-2.433, -2.130, -1.482], [2.220, -1.487, -0.045], [1.392, -0.193, 1.159], [0.812, -0.831, 2.846]],
  "gap_ha": [0.229, 0.221],
  "charge": 2,
  "e_lumo_ev": [-6.56, -11.13],
  "e_homo_ev": [-12.79, -17.14],
  "multiplicity": 3
}


For reference, relative energy (zero: lowest compared OMol25 entry of this formula, charge and spin) by record: 0.000, 0.000 eV.